Entry 1:
A cluster of 6 separate species, C41H73BrNO11P in total at a distorted geometry, computed with the ωB97M-V functional and the def2-TZVPD basis.

```
128
Properties=species:S:1:pos:R:3
C -0.5029 -1.8611 5.9567
C -1.6720 -2.5268 5.3093
N -1.9480 -3.7606 5.4323
C -2.5754 -1.7101 4.4267
C -1.9429 -1.5213 3.0736
C -2.0541 -2.3780 2.0530
C -2.8864 -3.6104 2.0736
C -4.3570 -3.3101 1.7596
C -5.1029 -4.5464 1.3042
Br -4.5499 -1.8855 0.4256
C -1.3211 -2.1143 0.8053
O -1.1636 -2.9894 -0.0063
C -0.7883 -0.7661 0.5399
C -0.3464 -0.5181 -0.8520
C 1.0910 -1.0086 -0.9878
O 1.4005 -1.9717 -1.6195
C 2.0966 -0.1852 -0.2648
C 2.5574 -0.5842 0.9840
C 3.4560 0.2076 1.6875
C 3.9187 1.4161 1.1518
C 3.4709 1.8009 -0.0879
C 2.5552 1.0184 -0.8081
C -0.7373 0.1217 1.5369
C -0.2615 1.5305 1.4316
P -1.7198 2.5348 1.0502
O -2.3885 2.0444 -0.1676
O -2.7008 2.4630 2.2994
O -1.2343 4.0450 1.0059
C -1.1620 -0.2808 2.9009
O -0.8934 0.4189 3.8508
H 0.2821 -1.6453 5.2394
H -0.7978 -0.9072 6.3817
H -0.1057 -2.4788 6.7530
H -1.2588 -4.2209 6.0245
H -2.7304 -0.7288 4.8626
H -3.5158 -2.2328 4.3357
H -2.5066 -4.3294 1.3573
H -2.8684 -4.0434 3.0684
H -4.8459 -2.9194 2.6409
H -4.6870 -5.4383 1.7645
H -6.1415 -4.4783 1.6128
H -5.0683 -4.6872 0.2308
H -0.3674 0.5466 -1.0586
H -0.9758 -1.0268 -1.5703
H 2.2163 -1.5080 1.4290
H 3.8132 -0.0977 2.6587
H 4.5935 2.0441 1.7076
H 3.8145 2.7286 -0.5169
H 2.1900 1.3491 -1.7697
H 0.4087 1.6913 0.5966
H 0.2118 1.8376 2.3566
H -3.4832 1.9772 2.0044
H -1.8848 4.5983 1.4629
C -0.6292 6.6779 -0.8836
C 0.4608 7.5242 -1.5218
O 0.4430 8.8838 -1.1220
C 0.6233 9.1227 0.2597
C 1.9430 8.6094 0.8123
H -1.6112 7.0972 -1.1100
H -0.5882 5.6595 -1.2680
H -0.5324 6.6226 0.2015
H 0.3224 7.5378 -2.6030
H 1.4494 7.0872 -1.3421
H -0.2172 8.7155 0.8344
H 0.5802 10.2065 0.3694
H 2.0243 7.5239 0.7382
H 2.0370 8.8779 1.8651
H 2.7800 9.0456 0.2651
C 4.6820 3.6522 -4.1440
C 3.6357 4.6972 -3.8030
O 3.7008 5.1797 -2.4711
C 4.9056 5.8186 -2.0871
C 5.2493 7.0444 -2.9153
H 4.6112 2.8043 -3.4621
H 4.5307 3.2921 -5.1619
H 5.6956 4.0495 -4.0807
H 2.6414 4.2588 -3.8955
H 3.6784 5.5302 -4.5130
H 5.7377 5.1048 -2.0902
H 4.7508 6.1145 -1.0489
H 5.4287 6.7958 -3.9619
H 6.1532 7.5145 -2.5275
H 4.4352 7.7697 -2.8784
C -2.3374 -9.8789 -0.1301
C -2.1142 -8.9040 1.0132
O -3.2397 -8.0997 1.3160
C -4.4117 -8.7895 1.7100
C -4.2423 -9.6350 2.9607
H -2.6435 -9.3461 -1.0311
H -1.4154 -10.4204 -0.3424
H -3.1078 -10.6156 0.1019
H -1.3282 -8.1993 0.7421
H -1.7681 -9.4325 1.9086
H -4.7968 -9.3956 0.8823
H -5.1531 -8.0120 1.8980
H -3.5195 -10.4389 2.8176
H -5.1940 -10.0907 3.2353
H -3.8967 -9.0197 3.7924
C -5.6814 0.8527 -2.0618
C -6.2358 -0.4946 -2.4963
O -7.4739 -0.4185 -3.1829
C -7.4738 0.3292 -4.3832
C -6.5199 -0.1946 -5.4438
H -6.4029 1.3746 -1.4312
H -4.7581 0.7197 -1.4950
H -5.4529 1.4972 -2.9117
H -6.4322 -1.1036 -1.6154
H -5.4977 -1.0397 -3.0959
H -7.2744 1.3874 -4.1777
H -8.4972 0.2705 -4.7547
H -5.4792 -0.1400 -5.1226
H -6.6161 0.3949 -6.3562
H -6.7436 -1.2366 -5.6765
C 9.1700 -1.8354 -1.0712
C 8.3304 -1.5513 0.1627
O 7.7212 -0.2740 0.1676
C 6.8247 -0.0083 -0.8974
C 5.6440 -0.9603 -0.9691
H 9.9435 -1.0755 -1.1896
H 9.6505 -2.8098 -0.9786
H 8.5698 -1.8478 -1.9818
H 8.9678 -1.5648 1.0471
H 7.5785 -2.3360 0.3042
H 7.3613 0.0152 -1.8536
H 6.4650 1.0045 -0.7175
H 5.9677 -1.9811 -1.1778
H 4.9683 -0.6650 -1.7721
H 5.0931 -0.9521 -0.0342
```

Results
lowest unoccupied orbital energy: -1.311 eV
multiplicity: 1
charge: 0
SMILES string: [H]/N=C(\C)CC1=C(C[C@H](C)Br)C(=O)C(CC(=O)c2ccccc2)=C(CP(=O)(O)O)C1=O.CCOCC.CCOCC.CCOCC.CCOCC.CCOCC

---

Entry 2:
A structure of composition C41H75BBrN4O14S2 at a distorted geometry, computed with the ωB97M-V functional and the def2-TZVPD basis.

```
138
Properties=species:S:1:pos:R:3
C 1.1877 4.6988 1.3880
O 0.0723 3.9397 0.8012
B 0.2252 2.4707 1.0982
O 0.5636 2.1716 2.5179
C -0.0333 1.2867 -0.0654
C 0.0844 -0.1816 0.6246
C 1.5468 -0.5894 1.2407
C 2.2614 -1.7205 0.2617
O 1.3994 -1.2557 2.5775
C -1.6427 1.4915 -0.4549
C -2.2716 0.4178 -1.4812
C -3.1612 1.2888 -2.6004
O -4.3259 0.5199 -3.1175
O -3.9015 -0.3907 -3.9476
C -3.3452 -0.6542 -0.7752
C -4.5267 0.0572 0.0950
O -4.7603 -0.4607 1.3335
O -5.4100 1.1575 -0.3141
C -5.0635 2.4231 0.3556
C -5.3893 3.8264 -0.4657
O -4.5474 2.5602 1.5803
O -1.3687 -0.4140 -2.2661
S 0.0701 0.3322 -2.7287
O 1.1362 -0.8126 -2.9415
O -0.0014 1.0603 -4.1277
C 0.7925 1.5337 -1.4482
Br 2.7858 1.4774 -1.3115
N 0.4790 2.9233 -2.0490
C 1.6394 3.4119 -2.6632
S 2.6316 3.9702 -3.9718
H 0.8490 5.2220 2.3794
H 2.1339 4.0241 1.5336
H 1.4846 5.5602 0.6235
H -0.2437 2.2774 3.1144
H -0.2640 -1.0919 -0.0274
H -0.6616 -0.1684 1.5585
H 2.2841 0.3016 1.4165
H 3.2735 -1.2709 -0.1343
H 2.5371 -2.6986 0.8819
H 1.5848 -2.0801 -0.6230
H 2.2597 -1.7297 2.8142
H -2.1946 1.4847 0.6044
H -1.8605 2.5838 -0.8849
H -3.6198 2.2763 -2.1334
H -2.4991 1.5776 -3.5500
H -4.2410 -1.3006 -3.6821
H -2.6738 -1.2675 -0.0016
H -3.7248 -1.4750 -1.5504
H -6.3687 4.3062 -0.0043
H -5.6009 3.6006 -1.5968
H -4.5035 4.5904 -0.4047
C 8.2777 0.7236 1.0794
C 6.8656 0.6276 1.7200
C 6.7555 1.6568 2.8750
C 7.5701 1.2598 4.1022
C 7.2129 -0.1465 4.5690
C 7.2567 -1.2192 3.4474
N 6.5902 -0.7773 2.1766
O 5.2007 -0.8956 2.3651
C 8.7260 -1.6182 3.1403
C 6.6428 -2.5368 4.0328
C 5.9177 1.0733 0.5584
H 8.3717 1.6256 0.4611
H 9.0849 0.7998 1.8074
H 8.4774 -0.1330 0.4256
H 5.7061 1.7744 3.1753
H 7.0847 2.6468 2.5329
H 8.6431 1.3290 3.8943
H 7.3735 1.9714 4.9132
H 7.8887 -0.4300 5.3864
H 6.2064 -0.1108 5.0073
H 8.7796 -2.2782 2.2686
H 9.1698 -2.1630 3.9834
H 9.3842 -0.7684 2.9731
H 5.6322 -2.3891 4.4306
H 7.2452 -2.9151 4.8678
H 6.6021 -3.3275 3.2739
H 5.9899 0.3855 -0.2928
H 6.1849 2.0739 0.1955
H 4.8669 1.1344 0.8617
C -0.5000 1.1934 6.7612
C 0.0532 -0.2374 6.5151
C -0.7839 -0.9271 5.4065
C -2.1809 -1.3202 5.8769
C -2.1176 -2.1692 7.1411
C -1.2530 -1.5566 8.2760
N 0.0659 -1.0233 7.7958
O 0.9233 -2.1232 7.6081
C -2.0317 -0.4202 8.9932
C -1.1014 -2.6463 9.3918
C 1.4931 0.0284 5.9647
H -0.2211 1.8718 5.9445
H -1.5878 1.2413 6.8036
H -0.0955 1.6233 7.6845
H -0.2680 -1.8289 5.0517
H -0.8736 -0.2672 4.5336
H -2.7969 -0.4311 6.0478
H -2.6835 -1.8877 5.0844
H -3.1400 -2.3443 7.5008
H -1.7208 -3.1555 6.8655
H -1.3908 0.1033 9.7098
H -2.8828 -0.8224 9.5576
H -2.4621 0.3119 8.3133
H -0.6844 -3.5849 9.0090
H -2.0750 -2.9023 9.8274
H -0.4604 -2.2924 10.2083
H 2.1092 0.5446 6.7109
H 1.4606 0.6631 5.0701
H 2.0134 -0.8875 5.6646
C -3.1189 -1.2978 -7.5462
C -3.9432 -0.2728 -8.3730
C -5.4235 -0.3143 -7.9120
C -6.1491 -1.5786 -8.3617
C -6.0255 -1.7784 -9.8676
C -4.5699 -1.7000 -10.4023
N -3.7936 -0.5425 -9.8437
O -4.2078 0.6143 -10.5297
C -3.8106 -3.0193 -10.0937
C -4.6440 -1.6872 -11.9674
C -3.3250 1.1013 -7.9531
H -2.9485 -0.9364 -6.5239
H -3.6144 -2.2604 -7.4221
H -2.1326 -1.4681 -7.9924
H -5.9641 0.5570 -8.3042
H -5.4819 -0.2389 -6.8182
H -5.7650 -2.4558 -7.8302
H -7.2094 -1.5030 -8.0923
H -6.4717 -2.7456 -10.1337
H -6.6420 -1.0149 -10.3608
H -2.7503 -2.9317 -10.3517
H -4.2163 -3.8529 -10.6812
H -3.8901 -3.3376 -9.0565
H -5.2746 -0.8773 -12.3518
H -5.0804 -2.6186 -12.3489
H -3.6463 -1.5874 -12.4117
H -2.2666 1.1579 -8.2351
H -3.3832 1.2425 -6.8665
H -3.8441 1.9583 -8.3957
```

Results
lowest unoccupied orbital energy (spin up / spin down): -1.569 / -1.569 eV
expectation value of S²: 3.764
multiplicity: 4
charge: 0
ΔE to the lowest compared entry with this formula, charge and spin: 14.2244 eV

---

Entry 3:
A cluster of 9 separate species, C41H77F12O23 in total at a distorted geometry, computed with the ωB97M-V functional and the def2-TZVPD basis.

```
153
Properties=species:S:1:pos:R:3
O -0.0609 2.1940 0.4470
C -0.5385 1.0135 0.7608
O -1.2368 0.3492 -0.0211
O -0.1864 0.4087 1.7655
H 0.2659 2.4360 1.3166
C 5.1023 -5.9404 -2.1463
O 5.0809 -4.5172 -2.2497
C 6.1961 -3.8568 -1.6999
C 6.1814 -2.2804 -1.8093
O 4.9658 -1.7288 -1.3611
C 4.8232 -1.7131 0.1233
C 3.9231 -0.6608 0.6292
O 4.3064 0.7009 0.2275
C 3.4195 1.7209 0.6557
H 6.0477 -6.3747 -2.4714
H 4.3783 -6.3522 -2.8493
H 4.8533 -6.2100 -1.1199
H 7.1013 -4.1925 -2.2059
H 6.2456 -4.1051 -0.6397
H 6.3049 -1.9355 -2.8359
H 7.0544 -1.9064 -1.2745
H 5.7728 -1.4884 0.6088
H 4.5215 -2.6821 0.5209
H 3.8009 -0.6800 1.7121
H 2.9265 -0.8863 0.2497
H 3.1568 1.5294 1.6961
H 2.4532 1.4936 0.2054
H 3.6933 2.7233 0.3266
C -1.8917 -2.0973 5.2607
O -2.2212 -1.3865 4.0859
C -3.6001 -0.8923 3.9517
C -3.8293 -0.4547 2.4811
O -3.7603 -1.5712 1.5758
C -4.2959 -1.1957 0.2726
C -4.3796 -2.4733 -0.5409
O -3.0388 -2.9577 -0.6046
C -2.9963 -4.3008 -1.2153
H -1.1685 -2.8414 4.9270
H -2.6838 -2.5634 5.8467
H -1.4269 -1.3811 5.9384
H -3.6782 -0.0707 4.6637
H -4.3241 -1.6518 4.2469
H -3.2468 0.3477 2.0283
H -4.8432 -0.0573 2.5270
H -3.6344 -0.4778 -0.2123
H -5.2975 -0.7743 0.3577
H -4.7255 -2.2851 -1.5573
H -5.1367 -3.0821 -0.0466
H -3.4030 -4.3327 -2.2261
H -3.5271 -5.0247 -0.5970
H -1.9355 -4.5512 -1.2285
C 1.4526 -1.0331 4.1872
O 1.1298 -2.3138 3.6756
C 2.2628 -3.1445 3.6289
C 2.3169 -4.0599 2.4048
O 1.9263 -3.5264 1.1010
C 2.1058 -4.4528 0.0073
C 1.6975 -3.6629 -1.2494
O 0.2997 -3.1871 -1.2526
C 0.1057 -2.1533 -2.1554
H 1.7091 -1.0563 5.2463
H 0.6949 -0.2704 4.0077
H 2.3235 -0.6130 3.6840
H 2.2708 -3.8183 4.4857
H 3.2161 -2.6393 3.7837
H 1.7376 -4.9537 2.6364
H 3.3234 -4.4655 2.3028
H 1.5272 -5.3714 0.1052
H 3.1574 -4.7001 -0.1379
H 1.6252 -4.3360 -2.1037
H 2.4084 -2.8885 -1.5373
H 0.5822 -1.2011 -1.9223
H -0.9627 -2.0078 -2.3148
H 0.4542 -2.4716 -3.1379
C -2.8402 -1.9075 -4.4951
O -2.1999 -0.7054 -4.2712
C -2.6743 0.1080 -3.1893
C -4.0445 0.6094 -3.3746
O -5.0859 -0.3647 -3.2044
C -6.4044 0.1820 -3.2979
C -7.4410 -0.7433 -2.7404
O -7.0869 -1.0895 -1.4327
C -8.0087 -1.9442 -0.7459
H -3.8395 -1.7734 -4.9092
H -2.9724 -2.4437 -3.5554
H -2.2201 -2.5347 -5.1356
H -2.0551 1.0049 -3.1968
H -2.5802 -0.5357 -2.3147
H -4.2206 1.0830 -4.3404
H -4.2541 1.3765 -2.6291
H -6.6703 0.4186 -4.3281
H -6.4985 1.1420 -2.7903
H -7.6008 -1.6740 -3.2848
H -8.4505 -0.3441 -2.6421
H -9.0535 -1.7160 -0.9564
H -7.8966 -1.9235 0.3382
H -7.8231 -2.9361 -1.1581
C 1.5562 1.7956 -2.8471
C 2.4885 0.7796 -3.4756
O 3.2262 1.4323 -4.5129
C 4.0953 0.7722 -5.2898
O 4.2827 -0.4192 -5.2797
C 4.8720 1.7129 -6.2902
F 6.1456 1.3934 -6.2267
F 4.4090 1.3668 -7.5078
F 4.6851 3.0383 -6.0133
H 0.6184 1.7456 -3.4003
H 1.8757 2.8372 -2.8819
H 1.3195 1.4853 -1.8293
H 1.8087 0.0244 -3.8700
H 3.1920 0.4117 -2.7287
C -0.5439 6.0066 -2.2164
C -0.0532 4.8777 -1.3127
O 1.3086 5.0016 -1.1013
C 1.8415 5.9529 -0.3050
O 1.2123 6.6717 0.4616
C 3.4118 5.9825 -0.3744
F 3.7910 5.4443 -1.5221
F 3.8413 7.2273 -0.2753
F 3.9247 5.2555 0.6011
H -0.3386 6.9607 -1.7310
H -1.6154 6.0049 -2.4159
H -0.1270 6.1202 -3.2171
H -0.2813 3.8743 -1.6725
H -0.6682 4.9536 -0.4159
C -4.4475 2.2921 -0.0434
C -4.2544 3.6085 0.8077
O -3.6756 3.1807 2.0146
C -3.3362 4.0746 2.9224
O -3.2606 5.3198 2.7981
C -2.9023 3.4532 4.2531
F -3.9537 2.7706 4.7247
F -1.9799 2.5268 3.9928
F -2.4427 4.3475 5.0702
H -3.5498 1.6828 -0.1491
H -4.9602 2.4860 -0.9856
H -5.1363 1.7146 0.5731
H -5.2114 4.0952 0.9957
H -3.6536 4.2535 0.1666
C 1.2859 2.8603 3.8834
C 2.1707 2.6993 5.0474
O 3.5074 2.4518 4.6623
C 4.2272 1.5337 5.1656
O 3.7869 0.7975 6.0689
C 5.5611 1.2425 4.4711
F 6.4562 1.1508 5.4902
F 5.6248 0.0865 3.8409
F 5.8270 2.2511 3.6030
H 1.6489 3.6910 3.2783
H 0.3171 3.2789 4.1561
H 1.0996 1.9906 3.2533
H 1.7689 1.8941 5.6626
H 2.2518 3.6108 5.6397
```

Results
lowest unoccupied orbital energy: 2.200 eV
multiplicity: 1
charge: -1
ΔE to the lowest compared entry with this formula, charge and spin: 4.3490 eV